1.
Entry from OMol25: the ion C6H12N6 with charge +2 in a non-equilibrium geometry (wB97M-V/def2-TZVPD).

XYZ file:
```
24
Properties=species:S:1:pos:R:3:mulliken_charge:R:1
N 1.684 2.458 0.039 -0.42
C 0.313 2.310 0.171 -0.25
N -0.137 0.967 0.277 -0.48
N -1.362 0.590 0.019 0.59
C -2.532 1.085 -0.600 0.03
N -3.472 0.255 -0.449 -0.36
N -2.980 -0.853 0.071 -0.14
C -1.752 -0.716 0.294 0.24
C -0.954 -1.876 0.574 -0.47
C 0.285 -1.970 -0.273 -0.80
C 1.434 -1.234 0.164 -0.06
N 2.400 -1.140 -0.692 -0.19
H 2.313 1.749 0.394 0.19
H 2.225 3.362 0.143 0.29
H -0.261 3.059 -0.370 0.43
H 0.043 2.389 1.261 0.34
H -2.676 2.091 -0.777 0.40
H -0.670 -1.968 1.625 0.36
H -1.616 -2.748 0.372 0.32
H 0.792 -2.947 -0.135 0.28
H 0.040 -1.655 -1.270 0.62
H 1.542 -0.976 1.248 0.41
H 3.313 -0.843 -0.402 0.30
H 2.029 -1.387 -1.685 0.35
```

Output
* total charge: +2
* orbital gap (spin up / spin down): 0.249 / 0.249 hartree
* molar mass: 168.20 g mol⁻¹
* energy relative to the best compared isomer or geometry (same formula, charge and spin): 484.92 kJ/mol
* largest force on an atom: 3.2 eV Å⁻¹


2.
Entry from OMol25: the molecule C3H7NO in a non-equilibrium geometry (wB97M-V/def2-TZVPD).

XYZ file:
```
12
Properties=species:S:1:pos:R:3:mulliken_charge:R:1
C -1.383 0.707 0.423 -1.01
C -0.483 -0.746 -0.011 -0.43
N 0.770 -0.594 -0.736 -0.16
C 1.865 -0.006 -0.177 0.05
O 1.992 0.195 1.013 -0.54
H -2.417 0.533 0.796 0.32
H -1.425 1.371 -0.430 0.30
H -0.917 1.295 1.258 0.30
H -0.991 -1.605 -0.504 0.38
H -0.395 -0.789 1.042 0.21
H 0.758 -0.660 -1.748 0.23
H 2.626 0.299 -0.925 0.33
```

Output
* orbital gap: 0.381 hartree
* molar mass: 73.09 g mol⁻¹
* energy relative to the best compared isomer or geometry (same formula, charge and spin): 170.65 kJ/mol
* largest force on an atom: 2.6 eV Å⁻¹


Question: The lowest largest force on an atom belongs to which entry?
Answer: C3H7NO


Question: Which of these has the lowest molar mass?
Answer: C3H7NO


Question: Which value of molar mass does entry 1 give?
Answer: 168.20 g mol⁻¹


Copy entry 1 word for word.
Entry from OMol25: the ion C6H12N6 with charge +2 in a non-equilibrium geometry (wB97M-V/def2-TZVPD).

XYZ file:
```
24
Properties=species:S:1:pos:R:3:mulliken_charge:R:1
N 1.684 2.458 0.039 -0.42
C 0.313 2.310 0.171 -0.25
N -0.137 0.967 0.277 -0.48
N -1.362 0.590 0.019 0.59
C -2.532 1.085 -0.600 0.03
N -3.472 0.255 -0.449 -0.36
N -2.980 -0.853 0.071 -0.14
C -1.752 -0.716 0.294 0.24
C -0.954 -1.876 0.574 -0.47
C 0.285 -1.970 -0.273 -0.80
C 1.434 -1.234 0.164 -0.06
N 2.400 -1.140 -0.692 -0.19
H 2.313 1.749 0.394 0.19
H 2.225 3.362 0.143 0.29
H -0.261 3.059 -0.370 0.43
H 0.043 2.389 1.261 0.34
H -2.676 2.091 -0.777 0.40
H -0.670 -1.968 1.625 0.36
H -1.616 -2.748 0.372 0.32
H 0.792 -2.947 -0.135 0.28
H 0.040 -1.655 -1.270 0.62
H 1.542 -0.976 1.248 0.41
H 3.313 -0.843 -0.402 0.30
H 2.029 -1.387 -1.685 0.35
```

Output
* total charge: +2
* orbital gap (spin up / spin down): 0.249 / 0.249 hartree
* molar mass: 168.20 g mol⁻¹
* energy relative to the best compared isomer or geometry (same formula, charge and spin): 484.92 kJ/mol
* largest force on an atom: 3.2 eV Å⁻¹